Formula: C6H9N
Source: the OMol25 dataset
Level of theory: ωB97M-V with the def2-TZVPD basis set

Output
- Molar mass: 95.14 g mol⁻¹
- Energy relative to the best compared isomer or geometry (same formula, charge and spin): 285.2 kJ/mol
- Multiplicity: 1
- Strongest force on any atom: 0.50 eV Å⁻¹
- SMILES string: C#CC[C@]1(C)CN1
- Energy: -288.6734 Ha
- HOMO level: -9.46 eV

Last column: natural (NBO) charge in e.
Atoms and positions in Å:
C 1.336 -0.628 0.534  -0.623
C -0.030 0.025 0.595  0.092
C -0.458 0.625 -0.746  -0.486
C -0.404 -0.364 -1.833  0.016
C -0.342 -1.204 -2.695  -0.267
C -1.116 -0.307 1.553  -0.259
N -0.292 0.888 1.752  -0.590
H 1.406 -1.414 -0.224  0.233
H 1.644 -1.038 1.501  0.210
H 2.057 0.153 0.255  0.213
H 0.193 1.475 -0.983  0.238
H -1.478 1.018 -0.667  0.242
H -0.293 -1.959 -3.449  0.239
H -2.136 -0.066 1.257  0.196
H -1.045 -1.130 2.261  0.198
H 0.399 0.674 2.472  0.347

***

Formula: C6H9N
Source: the OMol25 dataset
Level of theory: ωB97M-V with the def2-TZVPD basis set

Output
- Molar mass: 95.14 g mol⁻¹
- Energy relative to the best compared isomer or geometry (same formula, charge and spin): 197.9 kJ/mol
- Multiplicity: 1
- Strongest force on any atom: 3.12 eV Å⁻¹
- SMILES string: C1=CCNCC=C1
- Energy: -288.7066 Ha
- HOMO level: -8.48 eV

Last column: natural (NBO) charge in e.
Atoms and positions in Å:
C 0.860 -1.284 0.089  -0.260
C -1.555 -0.548 0.213  -0.257
C -1.353 0.922 -0.062  -0.181
C -0.254 1.608 -0.165  -0.241
C 1.166 1.210 -0.034  -0.252
C 1.678 -0.030 -0.044  -0.171
H 0.933 -1.504 1.232  0.197
H 1.447 -2.082 -0.376  0.203
H -0.433 -1.252 -1.474  0.364
H -2.531 -0.883 -0.181  0.208
H -1.602 -0.755 1.298  0.210
H -2.298 1.490 -0.066  0.198
H -0.200 2.673 -0.158  0.208
H 1.861 2.041 0.100  0.204
H 2.764 -0.251 0.036  0.202
N -0.482 -1.355 -0.408  -0.633